(1)
DFT (ωB97M-V/def2-TZVPD) results for a cluster of 2 separate species, C3H7N2O in total at a distorted geometry.

Each line ends with the Löwdin charge.
CARTESIAN COORDINATES (ANGSTROEM)
C: 0.09 -0.36 0.87  -0.0455
C: 0.28 0.66 1.79  0.0014
N: 0.36 1.80 1.01  0.0918
C: 0.08 1.54 -0.28  0.0011
N: 0.14 0.19 -0.35  0.1048
H: -0.33 -1.33 1.06  0.1397
H: 0.63 0.66 2.80  0.1358
H: 0.88 2.63 1.29  0.1854
H: -0.23 2.18 -1.09  0.1620
H: -0.21 -0.30 -1.18  0.1364
H: 0.13 -2.85 -1.81  0.0524
H: -1.27 -2.61 -2.27  0.0526
O: -0.55 -2.19 -1.83  -0.0179

Highest occupied orbital energy, eV: -14.349
Charge: +1
ΔE to the lowest compared entry with this formula, charge and spin, kcal per mole: 14.0
Spin multiplicity: 1

***

(2)
DFT (ωB97M-V/def2-TZVPD) results for a cluster of 8 separate species, C33H64NO24 in total at a distorted geometry.

Each line ends with the Löwdin charge.
CARTESIAN COORDINATES (ANGSTROEM)
C: 3.89 -1.10 2.91  -0.0346
C: 2.82 -0.38 2.07  -0.4565
C: 3.11 -0.67 0.58  -0.0140
C: 1.44 -0.88 2.51  -0.0911
C: 0.31 -0.09 1.85  -0.3117
C: -1.07 -0.68 2.16  -0.1251
C: -2.22 0.07 1.48  -0.1601
O: -3.37 0.35 2.30  -0.0672
C: -3.15 1.16 3.37  -0.2797
O: -4.09 1.70 3.99  0.0462
C: 0.46 1.36 2.31  -0.1042
C: 1.81 1.97 1.90  -0.4674
C: 1.95 3.35 2.56  -0.0324
C: 1.89 2.19 0.38  -0.0186
N: 2.92 1.09 2.38  -0.1132
O: 3.35 1.37 3.55  -0.0203
H: 4.87 -0.64 2.78  0.0859
H: 3.93 -2.14 2.58  0.0787
H: 3.63 -1.10 3.97  0.0862
H: 3.78 0.09 0.16  0.0866
H: 3.64 -1.63 0.53  0.0783
H: 2.21 -0.78 -0.03  0.0725
H: 1.35 -1.95 2.30  0.1386
H: 1.36 -0.70 3.59  0.1345
H: 0.44 -0.07 0.76  0.1295
H: -1.09 -1.71 1.78  0.1147
H: -1.20 -0.75 3.24  0.1252
H: -2.61 -0.54 0.66  0.1314
H: -1.88 1.01 1.02  0.1191
H: -2.09 1.28 3.64  0.1360
H: -0.33 2.00 1.90  0.1181
H: 0.38 1.39 3.41  0.1333
H: 2.95 3.75 2.42  0.0918
H: 1.23 4.03 2.10  0.0818
H: 1.71 3.31 3.63  0.0864
H: 1.68 1.30 -0.22  0.0624
H: 1.19 2.99 0.10  0.0776
H: 2.90 2.55 0.13  0.0972
C: -3.73 -4.14 1.90  -0.0284
O: -2.80 -3.99 0.81  -0.0123
C: -3.15 -4.66 -0.29  -0.6315
O: -4.13 -5.33 -0.42  0.1361
O: -2.25 -4.41 -1.25  -0.0148
C: -2.55 -5.05 -2.50  -0.0315
H: -3.32 -3.55 2.71  0.0901
H: -4.71 -3.76 1.62  0.1007
H: -3.81 -5.19 2.19  0.0987
H: -3.50 -4.70 -2.89  0.0984
H: -2.57 -6.13 -2.38  0.0992
H: -1.74 -4.76 -3.17  0.0936
C: -6.75 2.64 -3.89  -0.0307
O: -6.32 1.64 -2.96  -0.0135
C: -6.02 2.11 -1.75  -0.6250
O: -6.07 3.27 -1.41  0.1138
O: -5.64 1.10 -0.99  0.0187
C: -5.38 1.47 0.38  -0.0102
H: -6.96 2.11 -4.81  0.0932
H: -7.66 3.13 -3.53  0.1015
H: -5.97 3.38 -4.05  0.0985
H: -6.30 1.82 0.85  0.1117
H: -4.62 2.25 0.43  0.0767
H: -5.03 0.59 0.89  0.0769
C: 1.16 -5.31 -0.49  -0.0356
O: 2.14 -4.90 0.46  0.0001
C: 3.17 -5.74 0.53  -0.6389
O: 3.29 -6.75 -0.10  0.1303
O: 4.03 -5.27 1.43  -0.0023
C: 5.20 -6.08 1.61  -0.0317
H: 0.38 -4.55 -0.48  0.0830
H: 1.59 -5.37 -1.49  0.1002
H: 0.74 -6.27 -0.21  0.1012
H: 5.76 -6.15 0.68  0.0978
H: 4.93 -7.07 1.96  0.0975
H: 5.79 -5.56 2.36  0.0934
C: 0.64 6.34 -1.22  -0.0353
O: -0.70 6.04 -1.62  0.0065
C: -1.48 5.62 -0.63  -0.6363
O: -1.14 5.49 0.52  0.1151
O: -2.68 5.37 -1.12  0.0179
C: -3.64 4.93 -0.15  -0.0216
H: 1.15 6.66 -2.12  0.0940
H: 0.65 7.14 -0.48  0.0992
H: 1.13 5.46 -0.81  0.0827
H: -3.80 5.70 0.60  0.1045
H: -3.29 4.02 0.33  0.0806
H: -4.56 4.73 -0.69  0.0724
C: 8.29 -0.27 4.12  -0.0298
O: 9.38 -0.03 3.22  0.0118
C: 9.20 -0.52 2.00  -0.6334
O: 8.23 -1.12 1.62  0.1124
O: 10.27 -0.22 1.26  0.0139
C: 10.17 -0.70 -0.08  -0.0294
H: 8.58 0.18 5.06  0.0945
H: 7.38 0.20 3.74  0.0920
H: 8.12 -1.34 4.24  0.0973
H: 9.30 -0.26 -0.56  0.0758
H: 10.10 -1.78 -0.10  0.1004
H: 11.08 -0.38 -0.59  0.0972
C: -8.98 -0.18 -3.13  -0.0293
O: -10.06 0.70 -3.47  0.0072
C: -11.14 0.55 -2.72  -0.6354
O: -11.28 -0.23 -1.82  0.1295
O: -12.06 1.43 -3.13  0.0051
C: -13.28 1.38 -2.40  -0.0379
H: -8.18 0.05 -3.81  0.0804
H: -8.65 -0.01 -2.11  0.0987
H: -9.28 -1.22 -3.25  0.1007
H: -13.11 1.61 -1.35  0.0974
H: -13.75 0.40 -2.49  0.0972
H: -13.92 2.14 -2.85  0.0927
C: 6.70 -0.72 -1.79  -0.0406
O: 5.78 -0.17 -2.73  0.0069
C: 6.32 0.73 -3.55  -0.6360
O: 7.47 1.07 -3.55  0.1257
O: 5.38 1.18 -4.36  0.0059
C: 5.83 2.15 -5.30  -0.0372
H: 6.14 -1.43 -1.18  0.0922
H: 7.50 -1.25 -2.31  0.0996
H: 7.11 0.05 -1.14  0.0864
H: 6.60 1.74 -5.95  0.0974
H: 6.22 3.03 -4.79  0.0972
H: 4.96 2.42 -5.89  0.0929

Highest occupied orbital energy (alpha / beta), eV: -8.161 / -9.412
Spin multiplicity: 2

***

The following E values (in eV) correspond, in order, to the records above: -8245.5310; -85887.6806.